{
  "formula": "CHFN2O3",
  "method": "ωB97M-V/def2-TZVPD",
  "elements": ["F", "O", "O", "O", "N", "N", "C", "H"],
  "coordinates": [[-0.792, 3.617, -1.946], [0.972, 4.557, -1.012], [-1.280, 0.714, -1.127], [0.560, 2.326, -0.723], [-0.319, 0.578, -0.482], [0.328, -0.178, 0.104], [0.399, 3.507, -1.219], [1.119, 0.446, 0.375]],
  "total_charge": 0,
  "lumo_energy_ev": [0.47, -4.81],
  "de_lowest_ev": 0.5491,
  "e_tot_ha": -473.5694,
  "multiplicity": 3
}

=====

{
  "formula": "CHFN2OS",
  "method": "ωB97M-V/def2-TZVPD",
  "elements": ["S", "F", "O", "N", "N", "C", "H"],
  "coordinates": [[-0.152, 0.688, 0.943], [-0.404, 1.967, -0.155], [0.779, -0.961, -1.525], [-1.230, -0.310, 1.132], [2.030, -0.370, -0.619], [0.854, -0.119, -0.408], [-1.877, -0.896, 0.632]],
  "total_charge": 0,
  "lumo_energy_ev": [-0.52, -1.94],
  "e_tot_ha": -721.2046,
  "multiplicity": 3
}

=====

{
  "formula": "CHFN4",
  "method": "ωB97M-V/def2-TZVPD",
  "elements": ["F", "N", "N", "N", "N", "C", "H"],
  "coordinates": [[2.860, -0.052, 0.053], [1.602, -0.576, -0.041], [-2.636, 1.124, 0.121], [-0.468, -0.138, -0.055], [0.716, 0.363, 0.136], [-1.653, 0.500, -0.060], [-0.420, -1.222, -0.153]],
  "total_charge": 0,
  "lumo_energy_ev": -0.41,
  "de_lowest_ev": 2.2919,
  "e_tot_ha": -357.4375,
  "smiles": "N#CN/N=N/F",
  "multiplicity": 1
}

=====

{
  "formula": "CHFNO3S",
  "method": "ωB97M-V/def2-TZVPD",
  "elements": ["S", "F", "O", "O", "O", "N", "C", "H"],
  "coordinates": [[1.370, 0.125, 0.623], [-1.134, 1.078, -1.903], [2.156, -0.363, -0.479], [1.867, 1.323, 1.312], [0.898, -0.869, 1.565], [-2.001, -0.484, -0.570], [-1.111, 0.337, -0.789], [-2.045, -1.148, 0.240]],
  "total_charge": -1,
  "lumo_energy_ev": [3.18, 3.46],
  "de_lowest_ev": 2.9680,
  "e_tot_ha": -817.2183,
  "multiplicity": 1
}

=====

{
  "formula": "CHFNPS2",
  "method": "ωB97M-V/def2-TZVPD",
  "elements": ["S", "S", "P", "F", "N", "C", "H"],
  "coordinates": [[-0.861, -0.347, -1.865], [0.793, -0.057, -0.668], [-3.091, -1.941, -2.325], [-3.756, -2.148, -0.860], [-1.457, -4.353, -2.247], [-2.103, -3.404, -2.264], [0.256, 0.842, 0.176]],
  "total_charge": 0,
  "lumo_energy_ev": [-2.24, -2.40],
  "de_lowest_ev": 1.8512,
  "e_tot_ha": -1331.0043,
  "multiplicity": 1
}

=====

{
  "formula": "CHFNPS2",
  "method": "ωB97M-V/def2-TZVPD",
  "elements": ["S", "S", "P", "F", "N", "C", "H"],
  "coordinates": [[-1.319, -1.649, -1.192], [-1.057, 1.793, -1.047], [-1.014, 0.004, -0.314], [2.181, -0.436, -0.894], [-0.573, -0.086, 2.606], [-0.521, -0.041, 1.463], [2.303, 0.414, -0.622]],
  "total_charge": 0,
  "lumo_energy_ev": -2.15,
  "de_lowest_ev": 0.7443,
  "e_tot_ha": -1331.0450,
  "multiplicity": 1
}